This record from the Open Molecules 2025 dataset describes 18 unconnected molecules or ions with the total composition C129H166F15N17O22. The level of theory is ωB97M-V/def2-TZVPD.

Geometry as XYZ:
```
349
Properties=species:S:1:pos:R:3:forces:R:3:mulliken_charge:R:1
C -33.82805 23.49731 6.70163 0.053 0.292 0.580 -1.665
N -33.04050 23.65905 5.49105 1.768 -0.189 1.674 1.054
C -31.73789 23.90761 5.59008 1.599 -0.112 0.044 -0.349
C -30.91983 24.07922 4.49342 -1.122 0.365 -0.167 -0.922
C -31.47969 23.99620 3.21642 -0.904 0.045 1.431 1.087
C -32.83979 23.68741 3.16727 -0.971 -0.705 0.747 -1.113
C -33.60910 23.49231 4.35295 -0.800 0.113 -3.417 0.089
C -30.66478 24.29629 2.03987 -0.357 -0.771 0.343 1.231
C -29.49843 25.02541 2.12681 -0.234 0.674 0.482 -0.624
C -28.78372 25.30600 0.99627 0.636 1.083 0.585 -0.264
N -29.17197 24.87360 -0.19365 -1.004 -0.140 -0.094 0.030
C -30.32596 24.17719 -0.28534 0.289 -1.111 -0.471 -0.404
C -31.05213 23.79341 0.81435 0.225 0.302 -0.815 -0.527
C -28.42306 25.20578 -1.41866 -0.172 0.912 0.155 -0.808
H -33.49815 24.29615 7.39457 -0.381 -0.721 -0.077 0.518
H -33.67142 22.46749 7.08993 -0.161 0.830 -0.234 0.493
H -34.82708 23.71682 6.32981 -0.388 -0.324 0.834 0.009
H -31.33201 23.89524 6.58099 0.108 0.217 0.324 0.408
H -29.90653 24.39311 4.59013 0.534 -0.288 0.532 0.468
H -33.36885 23.54365 2.24163 -0.063 0.217 -0.219 0.394
H -34.70576 23.33049 4.44735 0.853 0.053 -0.935 -0.090
H -29.20061 25.51627 3.04900 0.077 -0.234 -0.191 0.418
H -27.95879 26.01568 1.07439 0.082 -0.514 -0.381 0.412
H -30.59881 23.79127 -1.25951 0.178 0.286 -0.119 0.386
H -31.88722 23.10981 0.68409 0.125 0.355 0.032 0.447
H -28.94674 26.04208 -1.90636 0.090 -0.462 -0.087 0.369
H -28.42252 24.30254 -2.02410 0.483 0.290 -0.173 0.318
H -27.45172 25.60672 -1.10285 -0.091 -0.613 -0.392 0.316
C -33.27070 19.58345 9.41413 -1.728 -0.756 -0.631 -0.174
N -34.66173 20.07943 9.30878 -0.730 0.725 -1.344 1.117
C -35.04532 20.55517 8.07118 1.580 -1.084 0.538 -0.959
C -36.13159 21.34550 7.96757 0.388 -0.563 -1.366 -0.603
C -36.81037 21.67941 9.10755 -0.263 1.698 0.147 0.378
C -36.38510 21.30991 10.34306 -0.045 -1.640 0.597 0.237
C -35.38735 20.34892 10.40389 0.595 0.505 0.035 0.643
C -38.01285 22.47418 8.92299 -1.893 -0.785 0.293 1.211
C -38.46934 23.48910 9.76901 -0.563 -0.640 -0.137 -0.315
C -39.77153 23.97181 9.56855 1.063 0.113 -0.324 -0.811
N -40.50822 23.48574 8.56407 -0.692 -0.696 0.792 1.556
C -40.12939 22.39947 7.85851 -0.118 1.235 -0.910 -0.073
C -38.88700 21.87717 7.98136 0.276 0.779 0.445 -1.139
C -41.86896 24.01658 8.32470 -0.010 0.209 -0.520 0.871
H -32.67353 20.39136 9.02376 0.596 0.011 0.730 0.127
H -33.17393 18.76075 8.70090 0.151 -0.059 0.238 0.166
H -33.22419 19.26958 10.44628 1.041 0.189 0.201 -0.257
H -34.36407 20.27836 7.24495 -0.412 0.247 0.567 0.671
H -36.42423 21.70869 6.98201 -0.063 -0.034 0.289 0.234
H -36.92944 21.56404 11.23325 0.041 0.132 0.015 -0.255
H -35.01520 19.91663 11.33585 -0.015 0.322 -0.213 -0.453
H -37.86242 23.77432 10.65140 -0.087 0.353 -0.459 0.534
H -40.21945 24.78368 10.13731 0.002 -0.083 0.085 0.537
H -40.79205 22.18556 7.03825 -0.103 -0.453 0.061 -0.522
H -38.60490 21.05467 7.34021 0.041 -0.009 0.073 -0.097
H -42.64567 23.38910 8.80058 0.607 0.044 -0.137 -0.468
H -42.02155 24.02063 7.21807 -0.125 0.332 0.824 -0.304
H -41.90633 24.99652 8.83418 -0.193 -0.374 -0.429 -0.261
C -36.64174 17.66088 -4.33314 1.275 0.035 0.464 -0.861
N -37.10528 18.35484 -3.09451 -1.948 0.639 -2.020 0.005
C -38.21744 19.13893 -3.26472 0.358 -0.101 -0.865 -0.613
C -38.76187 19.84648 -2.24609 0.247 -0.291 -0.362 -0.713
C -38.17587 19.75862 -0.99830 1.079 -0.046 0.859 1.131
C -37.01994 18.97665 -0.81617 -0.568 0.086 -0.214 -0.620
C -36.53514 18.26313 -1.91892 0.827 0.038 2.001 -0.110
C -38.73021 20.54446 0.10812 -0.939 0.207 0.317 1.123
C -37.97229 20.95306 1.21265 -1.304 0.136 -0.859 -0.900
C -38.58648 21.70350 2.19229 1.163 -0.204 -0.020 0.182
N -39.87908 21.96476 2.14221 -0.449 0.638 0.017 0.543
C -40.62171 21.62300 1.09747 -0.641 -0.965 -1.130 -0.219
C -40.10031 20.89624 0.02720 1.197 0.408 1.944 -1.348
C -40.46876 22.77920 3.22270 0.756 0.541 -0.276 -0.419
H -37.40739 17.01047 -4.72784 -0.264 0.008 -0.010 0.368
H -35.75193 17.08502 -4.08284 -0.162 -0.163 0.071 0.295
H -36.30233 18.40185 -5.05885 -0.393 0.038 0.042 0.386
H -38.65058 19.26556 -4.26486 0.521 -0.521 0.281 0.456
H -39.59304 20.48018 -2.48919 -0.198 0.165 0.154 0.535
H -36.56605 18.94723 0.19736 -0.172 -0.298 -1.128 0.214
H -35.66707 17.61714 -1.82667 -0.109 0.089 -0.184 0.412
H -36.92429 20.78401 1.27774 0.609 -0.106 0.060 0.939
H -38.03764 22.20215 3.01371 -0.069 -0.073 0.222 -0.205
H -41.66789 21.89164 1.13453 -0.033 0.097 0.037 0.502
H -40.73822 20.54026 -0.74707 -0.375 0.029 -0.370 0.584
H -39.98784 22.55909 4.15493 0.134 -0.588 0.166 -0.295
H -41.51709 22.64232 3.22373 -0.622 -0.237 0.127 0.253
H -40.24148 23.82249 3.02004 -0.144 0.102 -0.292 0.552
C -39.52645 14.95333 8.26220 0.143 -1.141 1.372 -0.812
N -40.13088 16.24783 8.07018 1.501 0.303 -2.361 0.329
C -39.79117 17.00789 6.99740 0.635 -0.651 0.320 0.281
C -40.49763 18.11920 6.70423 -0.413 1.980 0.102 0.451
C -41.60765 18.48176 7.47902 -0.131 -1.129 1.036 1.206
C -41.91116 17.65827 8.57185 -0.517 0.223 0.043 -1.589
C -41.11084 16.60832 8.85059 -0.623 -1.090 1.493 -0.473
C -42.49166 19.62928 7.31413 0.549 0.994 -1.767 1.886
C -43.42708 19.91782 8.29831 0.612 -0.701 1.450 -0.741
C -44.27682 20.93613 8.17644 -0.760 1.100 -0.096 -0.833
N -44.28098 21.66759 7.05277 -0.417 -0.071 0.681 0.106
C -43.34426 21.52787 6.13878 0.352 -1.388 -1.474 -0.201
C -42.41098 20.48701 6.19557 -0.283 0.074 1.249 -0.148
C -45.32517 22.67035 6.90595 0.781 1.315 -0.465 -0.548
H -40.33080 14.22138 8.42282 0.253 0.063 -0.645 0.527
H -38.99952 14.92420 9.21619 0.261 0.253 -0.028 0.244
H -38.80614 14.71168 7.49517 -0.081 0.063 -0.221 0.114
H -38.87905 16.79460 6.43421 -0.315 -0.356 0.417 -0.661
H -40.02259 18.77543 5.97243 -0.663 -0.161 -0.275 -0.008
H -42.77516 17.76031 9.22774 0.426 0.227 -0.315 0.553
H -41.21040 15.94063 9.70312 -0.540 0.285 -0.013 0.496
H -43.44234 19.47265 9.28850 0.139 -0.211 -0.435 -0.212
H -44.93832 21.25719 8.97354 -0.098 -0.161 -0.213 0.410
H -43.41689 22.17362 5.27875 0.124 0.354 0.095 0.610
H -41.60916 20.46396 5.45101 -0.251 -0.366 0.167 0.117
H -44.96110 23.28255 6.06740 -0.361 0.280 0.444 -0.065
H -45.28167 23.27055 7.83830 -0.645 -0.305 -0.638 0.278
H -46.25940 22.21501 6.62089 -0.395 -0.228 0.487 0.334
C -38.22511 17.39392 11.29372 -0.487 -0.116 0.711 0.280
N -36.80062 17.33467 11.64810 -0.719 0.052 0.463 0.638
C -36.43344 17.97445 12.74361 0.167 0.311 1.506 -0.371
C -35.14138 17.81831 13.21255 -0.122 0.338 0.264 -0.310
C -34.19796 17.16301 12.47375 0.266 -1.200 -1.104 1.207
C -34.58823 16.61899 11.20880 0.829 0.089 1.432 -0.998
C -35.91170 16.63831 10.94513 -1.689 -0.540 -2.601 -0.288
C -32.83340 16.85540 13.00825 -0.272 1.078 -0.876 -0.272
C -32.45091 15.54523 13.21610 -0.137 -0.555 0.205 -0.706
C -31.16671 15.27518 13.60206 -0.081 0.500 -0.006 -0.430
N -30.26041 16.28626 13.76034 -0.510 -2.762 -0.316 0.071
C -30.59295 17.52909 13.51556 -0.474 0.398 -0.504 -0.837
C -31.89915 17.86069 13.15012 0.772 0.484 1.216 -0.198
C -28.94031 15.85673 14.25472 0.046 0.723 0.880 -0.833
H -38.44631 16.87029 10.38690 0.396 0.017 -0.848 -0.910
H -38.48758 18.46851 11.30620 -0.054 -0.008 -0.190 -0.027
H -38.79988 16.86070 12.05304 0.154 0.192 0.276 0.390
H -37.17814 18.51777 13.34431 0.204 -0.167 -0.719 0.179
H -34.87902 18.24694 14.15595 0.050 0.356 0.360 0.726
H -33.92252 16.13321 10.49974 -0.006 0.004 0.373 0.941
H -36.41641 16.13810 10.08693 1.004 0.344 0.419 0.155
H -33.20120 14.76428 13.15100 0.310 -0.144 -0.106 0.667
H -30.82573 14.26852 13.75692 0.166 -0.111 0.276 0.485
H -29.73638 18.16583 13.51986 -0.015 0.989 0.325 0.476
H -32.19426 18.90674 13.18403 -0.160 0.125 -0.844 0.497
H -28.98991 15.89113 15.35100 0.153 -0.044 -0.265 0.370
H -28.15046 16.52190 13.92012 -0.048 -0.002 -0.164 0.341
H -28.77980 14.84388 13.94485 0.277 -0.357 -0.214 0.300
C -36.99176 22.23475 14.18618 -1.858 -0.394 -0.741 -0.386
N -36.44318 23.37495 14.86136 1.129 -1.179 0.900 0.603
C -35.46206 23.11903 15.77956 -0.177 0.097 -0.212 -0.200
C -34.98041 24.12468 16.55334 -0.687 0.685 -0.416 -1.364
C -35.54546 25.43768 16.42459 0.659 -1.767 1.066 0.878
C -36.50569 25.62360 15.48310 -0.494 -0.195 -1.305 -0.693
C -36.94525 24.56010 14.65816 0.524 1.696 1.086 0.196
C -35.21729 26.45183 17.44831 0.400 0.250 -0.070 0.327
C -35.13698 26.07830 18.80358 -0.064 0.961 -0.655 -0.938
C -34.75555 27.06290 19.69852 -1.217 -2.179 1.100 -0.033
N -34.45848 28.28990 19.38551 0.622 0.192 -0.366 -0.051
C -34.48787 28.62648 18.08779 0.001 0.617 -0.158 -0.443
C -34.91151 27.79261 17.08886 0.182 -0.829 0.599 -0.530
C -34.01131 29.23578 20.45461 0.515 0.556 -2.225 -0.774
H -37.89402 22.56338 13.67789 0.059 -0.085 -0.134 -0.532
H -37.31131 21.50208 14.91222 0.237 -0.292 0.211 0.690
H -36.34406 21.82647 13.44363 0.588 -0.160 -0.205 -0.336
H -35.11638 22.08420 15.88748 -0.244 0.362 -0.403 0.710
H -34.21225 23.82542 17.23132 0.379 0.398 0.557 0.640
H -36.93143 26.59496 15.34875 -0.414 0.346 -0.097 0.775
H -37.68817 24.66013 13.89694 -0.209 0.065 -0.288 0.185
H -35.43383 25.12586 19.25184 0.205 0.198 -0.655 0.473
H -34.81960 26.80288 20.73827 0.341 0.162 0.415 0.381
H -34.12396 29.60082 17.88159 0.093 0.844 -0.257 0.522
H -34.89189 28.18943 16.07093 -0.112 -0.453 0.296 0.497
H -33.03007 29.60581 20.11357 -0.146 -0.332 0.585 0.367
H -33.97592 28.69145 21.37893 -0.125 0.279 0.444 0.257
H -34.67299 30.08505 20.33322 -0.282 0.084 0.913 0.372
C -51.17973 27.33337 13.34931 0.582 -0.020 0.025 -0.870
N -49.89254 27.37783 12.51673 -1.427 -1.735 1.115 0.006
C -49.36581 26.17464 12.12580 -0.104 1.373 -0.805 -0.268
C -48.23351 26.23901 11.35389 -0.171 -0.155 -0.763 -0.590
C -47.64505 27.46058 10.99764 -0.335 0.376 0.452 -0.242
C -48.19297 28.65039 11.45566 0.349 -0.032 0.488 -0.392
C -49.31449 28.54494 12.24534 -0.044 0.721 0.343 -0.375
C -46.45213 27.50123 10.15057 0.996 0.171 1.511 1.614
C -45.23511 27.95738 10.67235 -0.581 -0.281 0.480 -0.587
C -44.12969 27.93229 9.85995 0.865 -0.099 1.277 -1.151
N -44.20883 27.41316 8.65146 -0.317 -0.839 -2.499 0.356
C -45.36685 26.91069 8.14716 -0.039 0.525 0.395 -0.882
C -46.52370 26.97937 8.89652 -0.373 0.208 -1.106 -0.936
C -43.01206 27.39798 7.71864 -0.474 0.482 1.007 -0.503
H -50.91230 27.54022 14.38433 0.045 0.226 -0.057 0.377
H -51.60234 26.31662 13.34912 0.226 0.502 -0.428 0.300
H -51.88820 28.08067 12.97747 0.237 -0.296 -0.006 0.363
H -49.90642 25.23101 12.27617 0.143 0.746 0.317 0.366
H -47.91255 25.33494 10.86266 0.438 -0.193 0.280 0.501
H -47.74156 29.64563 11.30102 -0.313 -0.754 -0.117 0.509
H -49.71411 29.43883 12.71596 -0.382 -0.261 -0.128 0.465
H -45.10494 28.17204 11.74287 -0.226 0.282 -0.695 0.466
H -43.12408 28.12686 10.25453 -0.470 0.241 -0.546 1.086
H -45.34283 26.52395 7.14230 0.271 -0.146 -0.199 0.940
H -47.54173 26.80141 8.53209 0.736 -0.561 -0.389 0.582
H -43.18735 28.16279 6.94638 0.071 -0.548 0.189 0.270
H -42.85377 26.38845 7.34315 -0.288 0.241 -0.181 -0.164
H -42.19158 27.67643 8.36113 0.386 0.041 -0.052 0.402
C -32.95707 18.69213 4.55351 -0.103 -1.298 -0.706 -0.397
N -33.89117 17.67775 4.01174 -0.722 -0.136 0.275 0.480
C -35.13844 18.01367 3.64051 0.574 0.233 0.556 -0.774
C -36.12449 17.09619 3.35957 0.638 0.698 0.000 -0.706
C -35.73411 15.78189 3.39319 -0.032 -1.490 0.120 1.228
C -34.43942 15.44309 3.76930 0.317 -1.028 0.000 -0.984
C -33.54632 16.39731 4.10591 0.281 0.578 0.194 -0.865
C -36.66721 14.64137 3.23971 -1.246 1.567 0.439 0.734
C -37.97255 14.80419 3.76131 0.987 -0.448 0.636 -0.266
C -38.78208 13.68444 3.75649 -0.450 0.921 0.529 -0.349
N -38.41275 12.55205 3.14944 1.072 -0.818 -0.441 0.106
C -37.18506 12.42707 2.60437 -0.568 -0.388 -0.844 -0.525
C -36.30165 13.46178 2.63523 0.285 -0.128 -0.167 -0.672
C -39.33831 11.42254 3.07335 -0.844 -0.745 0.110 -0.899
H -33.53324 19.56349 4.68816 -0.047 1.136 -0.058 -0.309
H -32.14604 18.71090 3.83996 0.278 0.725 -0.067 0.285
H -32.57960 18.37909 5.51570 -0.188 -0.178 0.175 0.285
H -35.36027 19.05130 3.71735 -0.248 0.690 -0.017 0.519
H -37.11555 17.51658 3.26231 -0.289 -0.332 -0.145 1.163
H -34.10171 14.42153 3.94155 -0.461 0.133 -0.259 0.453
H -32.58095 16.21372 4.54098 0.200 -0.197 -0.095 0.608
H -38.21915 15.71766 4.34626 -0.046 -0.770 -0.670 0.015
H -39.73326 13.68947 4.29087 0.153 -0.150 -0.430 0.451
H -36.97618 11.53158 2.01213 -0.196 0.115 0.532 0.431
H -35.35879 13.33837 2.13212 0.253 0.017 0.044 0.658
H -40.26979 11.86911 3.30896 -1.131 -0.053 0.308 0.322
H -39.15101 10.59545 3.76327 0.441 0.467 0.195 0.349
H -39.47140 10.95480 2.09672 0.590 0.526 -0.246 0.387
C -31.34387 8.63346 9.38235 0.919 -0.152 -0.097 -1.182
C -32.06658 9.00469 8.10132 -0.176 0.063 0.226 -0.686
C -31.74811 10.41955 7.55205 1.044 -1.880 0.294 -0.424
C -32.33367 11.48598 8.41515 0.981 0.962 -0.262 -0.606
N -31.88378 12.92070 7.92883 -1.764 -0.938 0.518 0.723
C -30.43243 13.17936 8.15026 0.343 0.056 0.400 -0.606
C -30.30201 14.70292 8.03965 -0.172 -0.224 1.244 -0.895
C -31.63224 15.21637 8.66654 0.149 -0.158 0.409 0.250
C -32.61928 14.03036 8.65573 0.797 0.066 0.896 -0.775
C -32.23853 13.04551 6.51368 1.727 1.159 -1.373 -1.430
H -31.57381 9.20812 10.29899 -0.032 0.021 -0.614 0.293
H -30.26041 8.68419 9.17514 -0.282 -0.099 0.446 0.302
H -31.59352 7.60152 9.60747 0.145 -0.147 0.166 0.403
H -33.12043 8.94893 8.34003 -0.591 -0.037 -0.341 0.337
H -31.86287 8.23708 7.31501 -0.082 0.718 0.607 0.352
H -32.10877 10.36456 6.54866 -0.533 0.631 -0.709 0.342
H -30.65707 10.46230 7.46798 -0.001 0.274 0.150 0.293
H -31.98556 11.40857 9.45576 -0.230 0.053 -0.332 0.374
H -33.40745 11.39867 8.34189 -0.398 0.541 0.222 0.393
H -29.87131 12.62786 7.41718 0.237 -0.133 -0.369 0.476
H -30.11842 12.76726 9.13699 -0.515 0.465 -0.514 0.449
H -30.18384 15.02959 7.01168 0.165 0.032 0.008 0.339
H -29.44707 15.02144 8.65607 -0.204 0.043 -0.589 0.428
H -32.06354 16.05493 8.13748 0.043 0.242 -0.188 -0.222
H -31.48124 15.52812 9.71634 0.076 -0.042 -0.502 0.230
H -33.56678 14.32921 8.19327 0.101 -0.573 -0.070 0.235
H -32.73661 13.65041 9.67728 -0.336 0.108 -0.212 0.349
H -33.27246 12.88412 6.35187 -0.982 -0.460 0.064 0.607
H -31.59705 12.38207 5.92784 -0.359 0.011 0.044 0.422
H -32.03228 14.08239 6.15825 -0.098 -0.650 0.473 0.268
C -42.55283 25.97506 11.47469 0.455 0.432 2.622 -0.056
O -41.43084 25.67282 12.38096 -0.465 -1.511 -1.114 0.228
O -42.12685 26.22507 10.33448 0.850 0.277 -3.856 -0.860
C -43.41792 24.77067 11.64400 -3.206 -2.934 -1.212 0.224
F -44.63771 24.87880 10.91178 0.955 0.752 -0.552 -0.175
F -42.91883 23.59724 11.18380 0.762 0.433 -0.205 0.072
F -43.93321 24.46248 12.81898 0.738 0.616 1.652 -0.348
C -41.35782 26.48539 13.45681 0.000 2.604 1.193 -0.419
C -40.14904 26.16141 14.29399 1.273 0.042 0.121 -0.915
H -40.25053 25.17760 14.76559 -0.018 0.078 -0.044 0.275
H -39.22623 26.14456 13.66390 -0.697 0.022 0.211 0.002
H -39.95671 26.90944 15.08784 -0.377 -0.314 -0.352 0.439
H -42.25417 26.39819 14.09322 0.065 0.198 -0.046 0.283
H -41.28307 27.56383 13.07654 -0.144 -0.946 0.709 0.263
H -43.17211 26.81113 11.86756 0.015 0.001 1.041 0.171
C -43.33322 25.05765 4.76646 -0.335 1.902 -0.821 -0.839
O -44.31072 26.03750 5.19134 -1.375 -0.081 0.853 -0.072
O -43.26084 24.07666 5.58494 0.237 -0.833 0.558 0.316
C -43.81967 24.57643 3.33449 -0.387 -1.040 0.630 0.698
F -43.53327 25.33398 2.28006 -0.399 0.554 0.071 -0.295
F -43.22324 23.38688 3.04459 0.161 -0.506 -0.115 -0.337
F -45.14133 24.23721 3.35816 0.672 0.906 -0.170 -0.308
C -44.40061 27.27331 4.50692 0.168 -0.209 0.369 -0.680
C -45.50087 28.14322 5.08346 -0.065 0.027 -0.347 -1.160
H -45.63726 28.99822 4.42121 -0.151 -0.016 0.027 0.477
H -46.44862 27.62406 5.19682 -0.121 -0.224 -0.386 0.307
H -45.29553 28.54383 6.06388 0.455 0.202 0.359 0.229
H -44.55042 27.10717 3.45979 -0.436 -0.032 -0.720 0.540
H -43.44719 27.78316 4.56819 0.517 0.371 0.126 0.376
H -42.44650 25.71260 4.72782 0.745 -0.298 -0.868 0.275
C -37.57475 24.33937 4.24140 0.457 -0.035 -0.853 -0.765
O -36.19589 24.80332 4.39204 -0.905 -0.096 0.305 -0.283
O -37.55514 23.02023 4.30815 0.257 -0.029 0.316 -0.795
C -38.48842 24.89654 5.39354 0.525 -2.886 0.760 0.521
F -37.96327 24.45029 6.58531 -0.057 0.414 -0.475 0.170
F -38.68883 26.15254 5.49222 0.279 2.839 -0.072 -0.305
F -39.73407 24.36299 5.34524 -0.020 -0.325 -0.184 0.197
C -35.91286 26.19978 4.39517 0.587 0.237 0.066 -0.632
C -35.25695 26.58033 5.74020 0.001 -0.481 -0.202 -0.757
H -34.82624 27.58421 5.74175 0.468 -0.318 -0.316 0.545
H -35.89725 26.60082 6.59892 -1.078 -0.106 0.238 0.309
H -34.56641 25.75464 6.02310 0.114 1.055 -0.508 -0.193
H -36.80455 26.77590 4.11908 0.252 0.042 0.272 0.526
H -35.16348 26.35496 3.59588 -0.297 0.112 0.229 0.363
H -37.93064 24.70894 3.20932 0.079 0.103 1.183 -0.052
C -39.56922 20.83288 11.80540 2.512 2.341 2.265 0.777
O -39.91577 20.79972 13.21299 -0.277 -0.765 -0.504 -0.280
O -38.40274 20.25833 11.62712 0.638 -0.469 0.042 -0.117
C -40.56157 20.08177 11.10513 -2.185 -1.454 -3.346 -0.130
F -40.82559 18.96159 11.71447 -0.988 -1.417 0.945 -0.277
F -41.74536 20.72148 10.82515 0.504 -0.231 0.278 -0.215
F -40.12465 19.62564 9.84515 -0.256 0.912 0.374 0.239
C -40.80474 21.81143 13.64364 -0.396 -0.650 -0.101 0.646
C -41.09701 21.50379 15.09954 -0.032 0.194 0.625 -1.590
H -40.24288 21.54393 15.79368 0.077 0.475 -0.538 0.306
H -41.89021 22.12478 15.51107 0.014 0.189 -0.046 0.408
H -41.41485 20.47809 15.23822 -0.340 -0.301 -0.451 0.399
H -41.73682 21.88828 13.02538 0.528 -0.343 0.573 0.056
H -40.25721 22.70446 13.43427 0.064 1.414 0.404 -0.091
H -39.60517 21.91568 11.53387 -0.188 -0.129 -0.257 -0.303
C -35.61494 24.68877 11.60535 1.072 2.201 0.730 -0.837
O -35.94216 26.04448 11.21054 0.122 0.496 -0.028 -0.271
O -36.67044 24.05499 11.90693 -1.202 -1.993 0.466 -0.536
C -34.83563 24.23718 10.38706 1.186 -2.373 -1.932 0.320
F -34.32440 22.89952 10.58005 -0.582 1.603 -0.033 -0.036
F -35.63755 24.15890 9.28730 0.639 0.085 0.510 0.321
F -33.70693 24.88362 9.98369 -1.039 0.188 0.700 -0.382
C -35.37846 27.10890 11.93829 0.188 0.790 -0.612 0.259
C -35.54176 28.38029 11.09057 -0.529 0.934 0.866 -1.409
H -34.75626 29.12203 11.25361 0.185 -0.274 0.036 0.356
H -35.62919 28.20370 10.03768 0.297 -0.517 -0.571 0.257
H -36.46315 28.93282 11.33547 0.109 -0.389 0.110 0.385
H -34.31413 26.92644 12.13198 -0.057 -0.039 0.037 0.365
H -35.88488 27.29718 12.90386 0.066 -0.414 -0.089 -0.181
H -34.84984 24.73394 12.40969 0.315 0.193 0.195 0.420
O -33.63534 22.13953 13.63797 0.087 3.026 -0.908 -0.496
C -33.90584 20.87287 13.66571 1.028 -3.575 -3.534 0.960
O -34.47958 20.31629 14.56699 -0.983 -0.144 2.496 -0.662
O -33.51228 20.25222 12.57363 -0.176 0.419 0.887 -0.893
H -33.48236 22.25994 12.65878 0.224 0.345 1.212 0.230
O -35.62730 17.62635 6.52841 -0.127 3.552 -1.091 1.127
C -35.76321 16.38285 6.89525 -2.282 -1.493 0.887 0.090
O -36.95876 16.08351 7.19284 -0.130 -0.808 0.164 -0.675
O -34.76539 15.68584 6.89615 1.919 -1.452 0.072 -0.546
H -36.55451 17.96806 6.51762 0.815 0.074 -0.158 -0.574
O -30.92212 19.78700 7.72317 0.464 0.194 0.191 -0.313
C -31.26610 20.63976 6.69753 -0.086 0.285 -1.715 0.315
O -30.39771 21.38372 6.21954 0.115 0.095 0.699 -0.767
O -32.44024 20.50672 6.25823 -0.226 0.233 0.958 -0.334
H -30.01556 20.05289 7.94440 -0.065 -0.172 -0.019 0.296
O -37.20783 20.44987 4.64293 4.507 0.814 -0.248 0.921
C -38.32769 19.85581 4.75474 -5.302 -0.160 0.141 -0.258
O -39.38065 20.57206 4.78668 0.364 -0.078 0.236 -0.782
O -38.40093 18.60767 4.79995 1.543 -1.141 -0.127 -0.776
H -37.22366 21.44215 4.66816 -0.739 0.210 0.019 0.072
```
Forces are in eV/Å.

## Properties
- net charge = +8
- gap between HOMO and LUMO (eV) = 4.8
- LUMO level (eV) = -13.079
- M (g mol⁻¹) = 2591.814
- E_tot (eV) = -247519.4211
- highest occupied orbital energy (eV) = -17.895